No. 1
ORCA calculation (the ωB97M-V functional and the def2-TZVPD basis) on a molecular structure, C42H45Cl2GdGeN6O4S in a non-equilibrium geometry.

Last column: Löwdin spin population.
CARTESIAN COORDINATES (ANGSTROEM)
Gd1 -0.40367 1.59509 -0.61492  6.809
Cl1 -3.73126 1.05890 -1.37335  0.022
C1 -2.24986 1.45311 -2.41047  0.138
Cl2 -0.07986 4.00332 -1.72339  0.009
H1 -2.50861 2.42678 -2.83555  0.007
H2 -2.34522 0.72392 -3.21947  0.007
C2 -1.63603 -5.53520 4.66864  0.000
C3 -1.76438 -4.15700 4.07202  0.000
C4 -2.94339 -3.42944 4.21188  0.000
C5 -3.06676 -2.16500 3.65607  0.000
C6 -2.00756 -1.61384 2.95675  0.000
C7 -0.82081 -2.31711 2.82192  0.000
C8 -0.70495 -3.58216 3.37647  0.000
S1 -2.13624 0.02294 2.19595  0.000
O1 -1.43215 0.90202 3.08569  0.000
O2 -3.56131 0.29139 2.07369  0.000
N1 -1.35447 -0.13819 0.81228  -0.002
C9 -1.81277 -1.03093 -0.12643  -0.003
C10 -2.92511 -1.89163 0.05097  0.000
C11 -3.29597 -2.73603 -0.96306  -0.001
C12 -2.58909 -2.71187 -2.16128  0.000
C13 -1.52910 -1.83644 -2.25831  -0.001
N2 -1.11074 -1.03759 -1.27604  -0.007
H3 -2.58663 -6.06856 4.62505  0.000
H4 -1.33330 -5.47857 5.71762  0.000
H5 -0.88551 -6.11891 4.13552  0.000
H6 -3.77935 -3.86308 4.75099  0.000
H7 -3.98771 -1.59948 3.73622  0.000
H8 -0.00474 -1.87127 2.26464  0.000
H9 0.22071 -4.13414 3.25484  0.000
H10 -3.51081 -1.82532 0.94970  0.000
H11 -4.15191 -3.39010 -0.83940  0.000
H12 -2.86662 -3.33478 -3.00122  0.000
H13 -0.97405 -1.76132 -3.18522  0.000
C14 3.60850 3.46989 2.80484  0.000
N3 2.28801 3.56553 2.22136  0.000
C15 2.26911 4.53188 1.13473  0.000
C16 1.70805 2.25223 1.81258  0.001
C17 1.71787 1.31557 3.04026  0.001
O3 0.49121 2.40270 1.29223  0.000
H14 3.99723 4.47981 2.96464  0.000
H15 4.31709 2.92313 2.16299  0.000
H16 3.55973 2.97116 3.77585  0.000
H17 2.35120 5.54203 1.55220  0.000
H18 1.32922 4.44413 0.59809  0.000
H19 3.08987 4.37841 0.41618  0.000
H20 1.31496 1.84780 3.90513  0.000
H21 2.71844 0.93823 3.25476  0.000
H22 1.04959 0.48696 2.81522  0.000
N4 -2.13916 2.84728 0.40274  -0.008
C18 -2.76643 3.31615 1.24315  0.002
N5 -3.48841 3.84484 2.21409  0.001
C19 -4.73240 3.20884 2.62540  0.000
C20 -4.95398 3.54087 4.08960  0.000
O4 -4.93707 4.94725 4.31349  0.000
C21 -3.68997 5.51180 3.93699  0.000
C22 -3.39427 5.27443 2.46470  0.000
H23 -4.63614 2.13444 2.47345  0.000
H24 -5.57155 3.58883 2.02707  0.000
H25 -4.17026 3.06039 4.68803  0.000
H26 -5.93061 3.19026 4.42221  0.000
H27 -2.88520 5.07309 4.53998  0.000
H28 -3.75720 6.57961 4.14563  0.000
H29 -2.38928 5.61100 2.21371  0.000
H30 -4.11862 5.82201 1.84698  0.000
C23 2.01535 0.95319 -1.49779  0.006
Ge1 2.31202 -0.66655 -2.39233  0.000
C24 2.48143 -2.43303 -1.48007  0.000
C25 3.60289 -2.66573 -0.68211  0.000
C26 3.74791 -3.84843 0.02757  0.000
C27 2.76337 -4.82626 -0.04218  0.000
C28 1.63293 -4.60260 -0.81526  0.000
C29 1.49374 -3.41463 -1.52104  0.000
C30 3.98881 -0.58292 -3.49728  0.000
C31 4.82285 -1.66433 -3.76859  0.000
C32 5.86149 -1.55954 -4.68706  0.000
C33 6.08274 -0.36307 -5.35302  0.000
C34 5.26622 0.72973 -5.08617  0.000
C35 4.23408 0.61693 -4.16784  0.000
C36 1.09320 -0.75433 -3.94756  0.000
C37 1.03414 -1.86273 -4.79161  0.000
C38 0.23734 -1.85582 -5.92723  0.000
C39 -0.50082 -0.72221 -6.24612  0.000
C40 -0.43343 0.39640 -5.42732  0.000
C41 0.35952 0.37963 -4.28719  0.001
H31 4.36788 -1.89827 -0.61478  0.000
H32 4.62823 -4.01267 0.63899  0.000
H33 2.87362 -5.75311 0.50907  0.000
H34 0.85300 -5.35408 -0.87046  0.000
H35 0.60013 -3.24820 -2.10779  0.000
H36 4.65533 -2.60876 -3.25996  0.000
H37 6.50153 -2.41277 -4.88660  0.000
H38 6.88633 -0.28213 -6.07666  0.000
H39 5.43988 1.66852 -5.60052  0.000
H40 3.59702 1.46994 -3.95232  0.000
H41 1.61572 -2.74693 -4.54391  0.000
H42 0.18983 -2.73227 -6.56468  0.000
H43 -1.12135 -0.71374 -7.13525  0.000
H44 -1.00572 1.28496 -5.66636  0.000
H45 0.40626 1.25725 -3.64993  0.000
N6 2.69114 1.65475 0.82001  0.013
C42 2.34523 1.22374 -0.27576  0.000

The value obtained for the HOMO-LUMO gap (spin up / spin down) is 5.51 / 5.36 eV. The expectation value of S² is 16.041. The total charge is -2. The molecular weight comes out at 1030.693 g/mol. Its HOMO energy (spin up / spin down) is -0.0604 / -0.0548 hartree. The multiplicity is 8. The LUMO energy (spin up / spin down) comes out at 3.9 / 3.9 eV.

No. 2
ORCA calculation (the ωB97M-V functional and the def2-TZVPD basis) on a single C18H21ClN2O3 molecule in a non-equilibrium geometry.

Last column: Mulliken charge in e.
CARTESIAN COORDINATES (ANGSTROEM)
C1 -3.59929 -2.04497 -1.75514  -1.424
C2 -2.50455 -1.53438 -0.82375  0.096
N1 -2.70531 -2.04421 0.52386  0.112
C3 -1.49475 -2.15808 1.30020  -1.306
C4 -0.87040 -0.78577 1.62219  -0.203
N2 -1.92139 0.14375 1.97878  0.154
C5 -1.86332 1.48936 1.85555  0.497
O1 -2.83510 2.20275 2.06396  -0.712
C6 -0.58983 2.12434 1.46444  0.439
C7 -0.44564 3.42477 1.04903  -0.554
C8 0.93134 3.62567 0.83460  -0.742
C9 1.54316 2.44323 1.14523  0.714
C10 2.98366 2.04907 1.05898  -1.139
O2 3.36883 1.74976 -0.27423  -0.443
C11 2.85883 0.64169 -0.88225  0.236
C12 2.98807 0.59907 -2.27198  -0.474
C13 2.51695 -0.47830 -2.99172  -0.485
C14 1.90985 -1.53233 -2.32451  0.085
Cl1 1.29261 -2.87952 -3.21821  -0.221
C15 1.79278 -1.51343 -0.94696  -0.538
C16 2.26329 -0.42956 -0.22537  -0.050
O3 0.62595 1.52819 1.52314  -0.196
C17 -3.16413 -0.46652 2.40283  -1.000
C18 -3.74060 -1.34654 1.27958  -0.820
H1 -4.57430 -1.66487 -1.46198  0.339
H2 -3.39630 -1.72703 -2.77450  0.432
H3 -3.63082 -3.13039 -1.72271  0.331
H4 -1.54185 -1.90565 -1.18370  0.124
H5 -2.47547 -0.43306 -0.85720  0.185
H6 -1.73935 -2.69256 2.22170  0.431
H7 -0.77303 -2.76229 0.74711  0.359
H8 -0.34705 -0.41807 0.73697  0.301
H9 -0.14617 -0.88266 2.44160  0.390
H10 -1.24162 4.12810 0.92060  0.552
H11 1.41184 4.52194 0.50068  0.524
H12 3.61301 2.89893 1.33387  0.410
H13 3.19491 1.21210 1.73404  0.361
H14 3.46342 1.42991 -2.76801  0.434
H15 2.61362 -0.50124 -4.06551  0.418
H16 1.33881 -2.34573 -0.43207  0.576
H17 2.15936 -0.43969 0.84722  0.329
H18 -3.85684 0.33823 2.65180  0.460
H19 -2.97365 -1.06142 3.30230  0.318
H20 -4.41579 -2.08860 1.72208  0.276
H21 -4.32145 -0.72518 0.59680  0.422

The value obtained for the HOMO-LUMO gap is 8.99 eV. The molecular weight comes out at 348.830 g/mol. Its structure (SMILES) is CCN1CCN(C(=O)c2ccc(COc3ccc(Cl)cc3)o2)CC1. Its HOMO energy is -0.3067 hartree. The multiplicity is 1. The LUMO energy comes out at 0.6 eV.

The calculation returns the following ΔE to the lowest compared entry with this formula, charge and spin values, one per record and in order: 0.000, 0.290 eV.